[1]
DFT (the ωB97M-V functional and the def2-TZVPD basis) results for 14 unconnected molecules or ions with the total composition C5H41N2O13S at a distorted geometry.

```
62
Properties=species:S:1:pos:R:3:forces:R:3
N -1.22195 1.52484 1.12632 1.000 -0.013 -0.504
C -0.61863 0.14483 0.99562 -1.949 -0.063 0.117
C -1.70816 -0.87563 0.69643 0.599 -1.523 -0.761
S -2.67939 -1.50173 2.08158 -0.510 0.801 0.917
C 0.47926 0.17431 -0.05484 1.740 1.036 0.632
N 1.73448 0.47512 0.71547 -0.585 -0.423 -0.239
C 2.96609 0.08330 0.04529 1.536 0.420 -0.306
C 4.14289 1.01708 0.36484 -0.271 0.213 0.143
H -1.50606 1.87819 0.17474 -0.113 0.028 0.834
H -0.47376 2.11613 1.48792 -0.071 0.340 -0.171
H -1.98427 1.62750 1.81486 0.092 -0.386 -0.176
H -0.25402 -0.10447 1.99291 0.363 -0.017 -0.107
H -1.16283 -1.77729 0.39714 0.002 0.151 -0.237
H -2.35481 -0.62375 -0.13730 0.035 0.341 -0.003
H -2.65622 -2.81043 1.83081 0.226 -0.004 -0.331
H 0.42427 1.02002 -0.74104 -0.669 -0.096 -0.208
H 0.59166 -0.72770 -0.65780 -0.355 -0.264 0.247
H 1.64343 -0.10007 1.54658 0.469 0.174 0.243
H 2.96025 0.14891 -1.04549 -0.986 -0.194 -0.005
H 3.26796 -0.93831 0.29446 -0.187 -0.137 -0.001
H 4.37832 1.07619 1.42215 0.093 -0.166 0.210
H 5.03051 0.72950 -0.19735 0.050 -0.151 0.122
H 3.90581 2.03348 0.04447 -0.066 0.027 -0.078
H -0.99604 0.01547 -3.43220 -0.043 -0.040 -0.009
H -1.10672 1.30854 -2.62519 0.125 0.054 -0.330
O -1.59104 0.50192 -2.85120 0.057 0.001 0.224
H -2.29992 2.42576 4.32554 -0.403 -0.137 0.084
H -0.99814 2.19050 3.62867 -0.011 -0.033 0.046
O -1.91769 1.86638 3.64350 0.392 0.288 0.269
H 1.02845 3.81436 2.68850 0.102 -0.817 -0.022
H 0.08057 4.30693 3.68786 -0.299 -0.127 0.526
O 0.50566 3.47634 3.44340 0.000 0.779 -0.412
H -1.68377 -4.37479 -0.12801 0.085 -0.086 -0.374
H -1.25976 -4.49111 1.34094 0.032 -0.169 0.211
O -0.91549 -4.41018 0.45022 0.183 0.192 0.144
H 1.09195 1.69043 -3.26855 -0.360 0.094 0.363
H 1.05062 3.14928 -3.64529 -0.168 0.391 -0.106
O 0.60228 2.52175 -3.07481 0.396 -0.268 -0.107
H 0.83007 -3.12323 -2.65500 0.645 -0.054 -0.218
H 0.91680 -2.64209 -4.13947 0.009 -0.227 0.053
O 0.66922 -2.36456 -3.25114 -0.400 -0.061 0.275
H -1.03659 -3.56952 -2.72074 -0.015 0.080 -0.056
H -2.48831 -3.48982 -2.31697 -0.110 -0.076 -0.088
O -1.71251 -4.05432 -2.23426 -0.196 0.124 0.037
H 1.20841 -5.09494 -1.41415 0.105 -0.022 0.253
H 2.57853 -4.35674 -1.42405 0.317 -0.066 0.436
O 1.79933 -4.54251 -1.93781 -0.682 0.100 -0.574
H -0.34888 3.63146 -1.50238 -0.073 -0.127 -0.053
H 0.15158 3.79544 -0.08084 0.032 -0.088 0.044
O -0.66270 3.67450 -0.58974 -0.109 0.145 -0.249
H -3.46928 2.40842 -1.17129 0.058 0.083 0.187
H -2.82138 1.08439 -1.54563 -0.001 -0.066 0.051
O -2.95107 1.68722 -0.79391 -0.521 -0.044 -0.645
H 2.45421 -0.09812 -3.96466 0.025 0.419 -0.146
H 1.52164 -0.82587 -3.05429 -0.566 0.306 -0.071
O 1.67876 0.07376 -3.41713 0.677 -0.613 0.002
H 1.96830 -1.64285 4.16204 -0.063 0.047 0.018
H 2.86909 -1.90123 2.95930 0.005 -0.025 0.057
O 2.09082 -1.40739 3.23691 0.040 -0.004 -0.152
H 1.92143 2.48273 1.01402 -0.094 -0.389 -0.193
H 2.30980 3.93595 0.58003 0.143 -0.045 0.010
O 1.59386 3.40029 0.93486 0.242 0.386 0.173
```
Forces are in eV/Å.

HOMO energy = -11.61 eV
LUMO = -2.265 eV
Charge = +1

***

[2]
DFT (the ωB97M-V functional and the def2-TZVPD basis) results for 7 unconnected molecules or ions with the total composition C35H56FNO14S6 at a distorted geometry.

```
113
Properties=species:S:1:pos:R:3:forces:R:3
C 3.89570 -0.23811 0.46193 -1.541 -1.609 -0.898
C 3.19237 -1.49782 0.05277 0.196 2.793 0.232
C 1.94197 -1.44064 -1.05193 1.043 0.593 0.325
C 0.69932 -0.66821 -0.25977 -1.508 0.606 1.005
C -0.50129 -1.54568 0.50071 -0.523 3.202 0.448
F -0.48504 -3.04799 0.45875 0.094 4.747 0.040
C -1.74085 -0.80676 1.34499 2.907 1.836 -1.908
C -1.77641 0.85301 1.40777 4.258 -1.857 -2.104
C -0.57947 1.65082 0.62124 1.442 -1.895 -0.841
C 0.65190 0.97007 -0.22025 -2.953 -2.496 2.136
C 1.61687 2.12678 -0.86815 2.869 -0.981 -1.509
O 2.79317 2.07539 -1.49909 -7.734 0.262 3.891
N 0.83239 3.41702 -0.65537 -0.418 -1.877 0.175
C -0.22842 3.24337 0.45186 -2.328 2.517 2.582
O -0.70938 4.28031 1.15103 2.932 -6.419 -4.609
H 4.60879 0.37326 -0.27465 -2.853 -0.678 1.263
H 3.71691 0.19826 1.54649 1.758 -1.713 -1.871
H 3.50706 -2.51528 0.53862 -2.058 2.302 -0.022
H 1.62667 -2.51697 -1.42989 0.528 2.554 0.913
H 2.22786 -0.70873 -1.95059 -0.645 -1.711 1.860
H -2.56452 -1.46348 1.90672 2.123 1.716 -1.518
H -2.57254 1.48617 1.98639 1.967 -1.787 -1.316
H 0.37194 3.51791 -1.60216 0.428 0.489 1.468
C 0.02075 8.61109 0.67176 0.180 -0.003 0.167
C -0.93932 7.45876 0.96329 0.210 -0.304 -0.019
C -2.28901 8.06956 1.33655 -0.074 -0.566 0.360
S -2.37271 9.64576 0.49972 -0.195 0.154 -0.251
O -2.38224 10.69625 1.49597 -0.222 -0.214 -0.394
O -3.35983 9.57183 -0.55885 0.119 0.286 0.474
C -0.74677 9.57038 -0.22570 0.541 0.053 -0.213
H 0.94061 8.26221 0.19346 -0.132 0.060 0.083
H 0.29407 9.11066 1.60887 -0.004 -0.012 -0.148
H -1.05027 6.84021 0.06439 0.050 0.062 0.201
H -0.56419 6.81181 1.76244 -0.122 0.057 -0.253
H -3.11998 7.43977 1.00888 0.023 0.276 0.068
H -2.36176 8.25260 2.41213 -0.047 0.111 -0.194
H -0.30739 10.56866 -0.26273 -0.245 -0.034 -0.012
H -0.85003 9.16611 -1.23711 -0.072 0.089 0.134
C 8.15613 -4.40496 0.43306 0.085 -0.239 -0.166
C 8.74006 -3.11371 -0.13816 0.381 -0.001 0.039
C 7.56876 -2.22415 -0.55144 0.429 0.277 -0.485
S 6.20350 -2.67004 0.51106 0.189 0.263 0.443
O 5.16265 -3.26414 -0.30121 0.575 -0.190 0.112
O 5.94213 -1.58297 1.43325 0.134 -0.683 -0.281
C 7.05049 -3.97217 1.38438 0.213 -0.480 0.257
H 8.91588 -5.00255 0.94521 -0.139 0.065 -0.080
H 7.73725 -5.01198 -0.37842 0.031 0.031 0.149
H 9.33248 -2.60837 0.63425 -0.089 -0.069 -0.107
H 9.40472 -3.31015 -0.98523 -0.107 0.066 0.137
H 7.80172 -1.16466 -0.41822 -0.269 -0.142 -0.024
H 7.26869 -2.41250 -1.58592 -0.096 0.030 0.197
H 6.35258 -4.77565 1.62588 -0.065 0.211 -0.036
H 7.46549 -3.54469 2.30203 -0.135 0.026 -0.124
C -6.99755 3.54544 1.27290 -0.073 0.162 0.215
C -6.19459 4.38747 0.28253 -0.227 0.282 -0.148
C -4.81543 3.74445 0.14643 0.256 0.648 -0.122
S -5.03975 2.00460 0.48446 -0.305 -0.204 -0.681
O -4.32840 1.67647 1.70202 -0.846 0.090 -0.212
O -4.86408 1.25385 -0.74272 0.265 0.075 0.687
C -6.78021 2.09867 0.85536 -0.533 -0.033 0.221
H -8.05871 3.81097 1.26487 0.162 -0.062 0.027
H -6.61566 3.70480 2.28838 -0.084 -0.055 -0.106
H -6.69990 4.38617 -0.69092 0.071 0.000 0.147
H -6.11411 5.42903 0.60898 0.008 -0.167 -0.093
H -4.41094 3.86950 -0.86118 0.069 -0.195 0.224
H -4.11277 4.14485 0.88238 -0.017 -0.184 -0.085
H -7.03467 1.38260 1.63861 0.174 -0.043 -0.156
H -7.33068 1.86637 -0.06120 0.168 -0.032 0.093
C -2.09643 -0.53579 -3.97304 -0.090 0.174 0.249
C -1.29347 0.30624 -4.96341 -0.222 0.237 -0.142
C 0.08569 -0.33678 -5.09951 0.246 0.657 -0.171
S -0.13863 -2.07663 -4.76148 -0.202 -0.239 -0.388
O 0.57272 -2.40476 -3.54392 -0.198 -0.046 -0.537
O 0.03704 -2.82738 -5.98866 0.260 0.029 0.626
C -1.87909 -1.98257 -4.39058 -0.519 -0.003 0.171
H -3.15759 -0.27026 -3.98107 0.164 -0.059 0.056
H -1.71453 -0.37643 -2.95756 -0.092 -0.056 -0.070
H -1.79878 0.30493 -5.93686 0.076 0.002 0.132
H -1.21299 1.34780 -4.63696 0.006 -0.158 -0.077
H 0.49018 -0.21173 -6.10712 0.073 -0.195 0.224
H 0.78835 0.06361 -4.36356 -0.044 -0.187 -0.064
H -2.13355 -2.69863 -3.60733 0.173 -0.021 -0.130
H -2.42956 -2.21486 -5.30714 0.159 -0.034 0.088
C -1.93624 -2.33605 6.16314 0.269 0.130 0.014
C -2.95938 -1.51913 6.95081 0.089 -0.013 0.373
C -4.03669 -1.06314 5.96819 -0.090 0.587 0.409
S -4.08033 -2.28968 4.66998 -0.460 -0.571 0.272
O -3.64519 -1.66998 3.43598 -0.504 -0.202 0.286
O -5.31500 -3.04249 4.76648 0.438 0.452 -0.440
C -2.74729 -3.29072 5.29970 0.466 -0.305 0.108
H -1.25138 -2.87522 6.82412 -0.089 0.075 -0.133
H -1.34050 -1.66931 5.52832 -0.043 -0.128 0.055
H -3.41060 -2.14990 7.72634 0.063 0.087 -0.117
H -2.49507 -0.66425 7.45231 -0.111 -0.133 -0.078
H -5.01802 -1.00466 6.44577 0.084 -0.029 -0.298
H -3.78428 -0.10001 5.51613 -0.073 -0.191 -0.067
H -2.17467 -3.71381 4.47260 -0.215 0.047 -0.017
H -3.18602 -4.09115 5.90291 -0.035 0.119 -0.151
C 1.50357 -5.65279 -2.25425 -0.061 0.184 0.195
C 2.30653 -4.81077 -3.24463 -0.082 0.255 -0.113
C 3.68569 -5.45378 -3.38073 0.226 0.573 -0.129
S 3.46137 -7.19363 -3.04269 -0.005 -0.154 -0.315
O 4.17272 -7.52177 -1.82514 -0.014 -0.157 -0.384
O 3.63704 -7.94438 -4.26987 0.221 -0.009 0.564
C 1.72091 -7.09957 -2.67180 -0.551 -0.025 0.188
H 0.44241 -5.38726 -2.26228 0.153 -0.015 0.021
H 1.88547 -5.49344 -1.23877 -0.077 -0.051 -0.085
H 1.80122 -4.81207 -4.21807 0.067 0.052 0.169
H 2.38701 -3.76920 -2.91818 0.025 -0.311 -0.190
H 4.09018 -5.32873 -4.38833 0.041 -0.197 0.203
H 4.38835 -5.05339 -2.64478 -0.072 -0.171 -0.031
H 1.46645 -7.81563 -1.88854 0.182 -0.040 -0.150
H 1.17044 -7.33186 -3.58835 0.154 -0.016 0.089
```
Forces are in eV/Å.

HOMO energy = -6.86 eV
LUMO = -1.320 eV
SMILES = C=CCc1c(F)ccc2c1C(=O)NC2=O.O=S1(=O)CCCC1.O=S1(=O)CCCC1.O=S1(=O)CCCC1.O=S1(=O)CCCC1.O=S1(=O)CCCC1.O=S1(=O)CCCC1